86
Properties=species:S:1:pos:R:3:forces:R:3 method="wB97M-V/def2-TZVPD" homo_lumo_gap_ha=0.1860 charge=+1
C -1.496606 7.945912 3.421161 0.092 -0.126 -0.294
N -1.524272 6.498723 3.494923 0.104 0.175 0.686
C -2.800365 5.932711 3.886352 0.162 -0.137 -0.167
C -0.556327 5.716776 2.846273 0.334 -0.311 -0.153
C 0.483725 5.115561 3.602381 -0.591 0.367 -0.308
C 1.412994 4.311134 2.979775 0.296 -0.355 -0.340
C 1.346653 4.038298 1.586091 -0.477 0.720 0.269
C 2.292114 3.148317 0.987489 0.289 -0.219 -0.725
C 2.352420 2.916290 -0.386879 -0.033 0.328 0.094
C 3.029081 1.868059 -1.009736 0.132 0.798 0.139
C 3.004525 1.669498 -2.426829 -0.207 0.116 -0.905
C 3.519389 0.489009 -3.040535 0.148 0.174 0.570
C 3.469156 0.309338 -4.408921 -0.391 0.567 -0.644
C 2.865189 1.295839 -5.239032 -0.022 0.053 0.635
N 2.725511 1.086837 -6.617648 0.240 -0.526 -0.271
C 1.453856 0.699104 -7.193560 -0.017 0.112 0.298
C 3.689928 1.588798 -7.574273 0.086 -0.008 0.207
C 2.374090 2.481987 -4.652813 0.183 -0.323 0.138
C 2.450833 2.663556 -3.284630 0.002 -0.170 0.000
C 0.313898 4.678216 0.834831 0.231 -0.038 0.184
C -0.604028 5.513367 1.449955 0.188 -0.089 0.202
H -0.489314 8.283351 3.153834 -0.225 0.017 0.097
H -2.212497 8.329974 2.676141 0.126 0.069 0.088
H -1.766009 8.355058 4.403131 0.081 0.044 -0.193
H -2.715911 4.842147 3.936962 -0.112 0.199 0.058
H -3.079314 6.321509 4.873989 -0.030 -0.145 -0.143
H -3.597902 6.197425 3.173377 0.035 -0.110 0.097
H 0.528219 5.319156 4.674563 -0.018 -0.091 -0.374
H 2.228734 3.872171 3.556932 -0.240 0.026 -0.120
H 3.015827 2.647679 1.636054 -0.369 -0.114 -0.044
H 1.812178 3.627458 -1.010469 -0.082 -0.442 0.204
H 3.602672 1.168607 -0.401990 -0.164 -0.208 -0.028
H 3.954469 -0.286481 -2.405491 -0.148 0.248 -0.104
H 3.856818 -0.589007 -4.898089 -0.143 0.302 0.301
H 0.784016 0.348224 -6.400559 0.077 0.022 -0.250
H 0.975514 1.536574 -7.724487 -0.044 -0.112 0.059
H 1.621364 -0.113875 -7.912025 -0.163 0.092 0.095
H 4.607041 1.894545 -7.058133 -0.160 -0.084 -0.188
H 3.924572 0.791233 -8.291521 0.107 0.219 0.027
H 3.289786 2.449145 -8.134315 0.130 -0.060 0.069
H 1.940275 3.247006 -5.300375 0.134 -0.236 0.232
H 2.087359 3.601183 -2.871192 0.076 -0.221 -0.125
H 0.233086 4.518899 -0.239672 -0.013 -0.015 0.311
H -1.386002 6.018030 0.872437 0.307 -0.277 0.215
C 1.699257 -4.870340 1.967730 0.000 -0.025 -0.070
C 1.654960 -3.339984 1.892386 -0.169 0.012 0.442
C 0.280821 -2.850936 1.436444 -0.176 -0.057 -0.065
C 2.768227 -2.773457 1.010096 -0.642 -0.260 -0.260
C 4.098255 -3.324566 1.454809 0.802 -0.016 -0.005
N 5.184724 -2.615689 0.769660 0.047 -0.386 0.656
C 6.506712 -3.071623 0.800478 -0.270 -0.071 -0.162
C 7.373204 -2.197997 0.142583 0.731 -0.770 0.186
C 8.715330 -2.551344 -0.012356 -0.426 -0.121 0.213
C 9.170167 -3.761545 0.537320 -0.219 0.161 -0.073
C 8.294151 -4.612010 1.225302 -0.140 0.348 -0.114
C 6.941746 -4.267898 1.363204 0.293 -0.005 -0.061
S 6.545476 -0.756088 -0.390436 -0.365 0.103 -0.120
C 5.006111 -1.361092 0.252812 -1.003 0.160 0.437
N 3.904047 -0.684282 0.258716 1.462 -0.300 -0.063
C 2.747118 -1.240627 0.961004 0.159 0.338 -0.306
C 2.570837 -0.580412 2.323589 0.146 0.179 -0.274
C 1.476946 0.263314 2.543747 0.171 -0.082 0.189
C 1.247050 0.800595 3.811461 0.059 -0.007 -0.089
C 2.101307 0.484845 4.870962 0.020 0.059 -0.093
C 3.226199 -0.310044 4.639491 0.182 -0.056 -0.381
C 3.489175 -0.802578 3.351944 -0.221 0.155 0.456
H 1.767100 -5.309016 0.960126 -0.037 0.031 0.253
H 2.548812 -5.221535 2.566379 -0.146 0.002 -0.191
H 0.789446 -5.250851 2.445562 0.183 0.047 -0.101
H 1.837058 -2.950383 2.910757 -0.145 -0.158 -0.243
H 0.161627 -2.992891 0.350892 -0.047 0.029 0.249
H -0.509403 -3.420019 1.942688 0.147 0.153 -0.138
H 0.123600 -1.791854 1.674233 0.025 -0.256 -0.138
H 2.585714 -3.117041 -0.026457 0.115 0.081 0.269
H 4.226764 -3.256179 2.550859 -0.051 0.042 -0.352
H 4.184282 -4.390442 1.211368 -0.071 0.262 -0.104
H 9.367896 -1.883701 -0.562118 0.148 -0.141 0.110
H 10.218628 -4.038974 0.424076 -0.319 0.089 0.024
H 8.662869 -5.548142 1.650332 -0.133 0.345 -0.137
H 6.240021 -4.909957 1.898289 0.296 0.134 -0.193
H 1.898943 -0.930975 0.336730 -0.090 -0.177 0.256
H 0.812336 0.500741 1.705226 0.132 -0.141 0.354
H 0.394670 1.465241 3.960341 0.207 -0.202 0.056
H 1.905505 0.884716 5.868484 0.060 -0.174 -0.313
H 3.914746 -0.554366 5.450965 -0.221 0.181 -0.212
H 4.406027 -1.367551 3.153052 -0.405 0.258 0.211

92
Properties=species:S:1:pos:R:3:forces:R:3 method="wB97M-V/def2-TZVPD" homo_lumo_gap_ha="0.1655 / 0.1881" spin_multiplicity=4 e_above_lowest_ev=5.116
V 1.219238 -0.443596 0.173266 -1.534 1.862 1.231
C 4.637001 -0.950226 -2.335306 -0.349 0.155 0.315
C 3.341070 -1.002211 -1.568485 -0.590 -3.320 -2.754
N 3.032948 -0.216378 -0.589267 -0.447 0.292 0.474
N 3.856311 0.697343 -0.052973 0.030 0.824 1.272
C 3.556986 1.050572 1.240962 0.393 4.779 -1.274
N 4.400294 1.975966 1.775905 0.320 0.246 0.381
S 2.296631 0.411992 2.131807 -4.129 6.772 1.602
C 2.338715 -2.085620 -1.856065 2.588 2.545 0.871
C 2.519564 -3.051291 -2.838409 -0.813 -1.311 -0.649
C 1.544081 -4.037661 -2.979926 0.905 0.372 -0.347
C 0.434147 -4.033114 -2.140580 0.364 0.131 0.197
C 0.340214 -3.040060 -1.180510 2.521 -3.416 -4.927
N 1.264529 -2.074043 -1.015949 2.104 -2.101 -2.896
H 5.075401 0.050145 -2.303644 0.063 -0.040 -0.042
H 4.481363 -1.189168 -3.389731 0.052 -0.042 0.165
H 5.342956 -1.661475 -1.897066 0.154 0.037 -0.161
H 4.808442 0.788255 -0.377085 0.026 -0.105 0.007
H 4.817286 2.655331 1.155173 -0.046 -0.029 0.132
H 4.121238 2.332264 2.683174 0.070 -0.062 -0.337
H 3.389636 -3.071040 -3.481097 -0.026 0.144 0.102
H 1.652163 -4.810508 -3.736491 0.057 0.142 0.025
H -0.338653 -4.788992 -2.228007 0.024 0.132 0.121
H -0.502255 -2.992388 -0.496406 1.775 -3.857 -6.863
C 5.120361 -2.356876 3.662584 -0.138 0.052 0.273
C 4.159699 -3.360686 3.761244 -0.057 0.238 -0.163
C 2.975303 -3.272605 3.021985 -0.267 0.080 0.041
C 2.732874 -2.180663 2.173268 0.611 -1.277 0.085
C 3.713528 -1.182915 2.089966 2.998 -3.485 -0.596
C 4.898455 -1.266069 2.826279 -0.175 -0.365 0.080
N 1.571507 -2.005590 1.390656 3.420 0.957 1.645
N 0.736760 -2.924125 1.506678 -4.790 -2.129 -1.198
C -0.393329 -2.687507 0.702059 1.582 1.271 7.783
C -1.428971 -3.615735 0.708621 -3.151 -0.674 1.091
C -2.549219 -3.385525 -0.086067 0.844 -0.844 1.202
C -2.602119 -2.235682 -0.863406 0.414 0.688 -0.579
C -1.528425 -1.362442 -0.812236 -0.287 -0.066 1.191
N -0.431410 -1.561706 -0.051148 -5.902 5.722 4.578
H 6.040789 -2.424755 4.236633 -0.105 -0.005 -0.058
H 4.328968 -4.213868 4.412878 -0.057 0.103 -0.147
H 2.241667 -4.068248 3.116242 0.035 0.201 -0.137
H 3.546154 -0.327947 1.438264 3.070 -6.173 -0.117
H 5.643699 -0.479371 2.744470 -0.017 -0.114 -0.115
H -1.359675 -4.504472 1.325811 0.194 0.216 -0.042
H -3.370164 -4.096663 -0.097003 0.167 0.059 0.037
H -3.458196 -2.023406 -1.494281 0.192 0.057 0.030
H -1.520757 -0.449441 -1.400898 -1.097 -1.418 0.266
C -3.166647 2.775607 -6.378865 0.049 -0.047 -0.216
C -2.488083 2.281851 -5.135560 0.052 -0.026 0.360
C -1.381335 1.437049 -5.205335 0.183 -0.119 0.776
C -0.740895 0.970900 -4.041773 -0.266 0.198 -0.933
C 0.447745 0.061606 -4.224402 0.031 -0.039 -0.197
C -1.228675 1.366633 -2.770373 0.462 -0.252 0.145
C -0.561032 0.881184 -1.522630 -0.451 2.073 -1.606
O 0.413657 0.138856 -1.498171 0.341 1.877 -1.785
C -2.352042 2.224266 -2.687959 -0.685 0.417 -1.010
C -2.985187 2.730684 -1.417829 -0.426 -0.581 -3.867
C -2.961900 2.666589 -3.880402 0.629 -0.472 0.151
H -2.682833 2.389878 -7.282202 -0.067 0.053 0.171
H -3.129761 3.868981 -6.419537 -0.138 -0.132 -0.014
H -4.211684 2.449463 -6.392824 0.092 0.169 -0.021
H -1.006776 1.133246 -6.182126 -0.018 0.018 0.227
H 0.657549 -0.118188 -5.284870 -0.239 0.164 0.110
H 0.257268 -0.915875 -3.770520 0.278 0.144 0.148
H 1.347694 0.514977 -3.797363 -0.114 -0.312 0.180
H -0.976106 1.215557 -0.564862 0.144 0.163 -0.042
H -2.513102 2.388123 -0.499023 0.708 0.104 -10.625
H -4.032146 2.409714 -1.376136 0.049 0.106 0.017
H -2.952915 3.825986 -1.402772 0.024 -0.263 0.084
H -3.827519 3.327252 -3.825393 0.171 -0.130 0.087
C -4.744921 3.392766 5.367369 -0.357 0.242 0.302
C -3.734852 2.740631 4.469599 0.118 -0.009 -0.276
C -3.512902 3.217213 3.172429 0.465 -0.890 0.412
C -2.566273 2.604757 2.336006 0.061 0.350 0.323
C -2.354975 3.145853 0.946647 0.566 0.593 3.733
C -1.828946 1.494451 2.809434 0.037 0.322 0.432
Se -0.518422 0.646388 1.662802 -2.063 0.760 1.240
C -2.054329 1.011409 4.122082 0.033 0.100 -0.246
C -1.314312 -0.165771 4.706556 0.262 -0.387 0.239
C -3.005901 1.642931 4.935039 0.146 0.343 -1.004
H -5.245434 4.248593 4.866993 0.285 -0.511 0.328
H -4.241670 3.766946 6.283786 -0.451 -0.184 -0.405
H -5.520164 2.651818 5.655772 0.359 0.525 -0.009
H -4.079463 4.068496 2.813468 0.020 0.019 -0.040
H -3.013173 4.016732 0.738634 0.253 -0.691 0.116
H -2.582014 2.358717 0.197352 -0.282 0.345 11.447
H -1.301988 3.476209 0.826916 -0.427 -0.362 -0.244
H -0.579010 -0.620280 4.017525 -0.454 0.358 0.251
H -2.041547 -0.956200 4.987599 0.433 0.399 -0.020
H -0.764971 0.157845 5.615560 -0.340 -0.276 -0.401
H -3.180278 1.275974 5.940402 0.038 -0.048 0.008
H 1.563466 1.272389 0.083073 -0.504 -1.356 -0.119